DFT (wB97M-V/def2-TZVPD) results for a 12-piece molecular cluster, C11H44F2N23O15S2 overall.

Geometry as XYZ:
```
97
Properties=species:S:1:pos:R:3:lowdin_charge:R:1
N 2.3434 -7.4322 -17.0198 -0.2544
S 2.3164 -5.9813 -16.5279 0.4514
O 3.3180 -5.1168 -17.0834 -0.2928
O 1.7874 -5.7487 -15.2023 -0.3248
F 1.0010 -5.5271 -17.3095 -0.1729
S 3.7201 -8.0455 -16.2964 0.5494
O 4.2723 -7.4321 -15.1215 -0.2888
O 4.6186 -8.5946 -17.2580 -0.2605
F 3.1099 -9.3484 -15.6409 -0.1689
C -2.5098 -6.3258 -18.0269 -0.6891
O -1.4700 -6.6663 -18.5338 0.0560
N -3.6781 -7.0472 -18.1622 0.1365
N -2.7133 -5.2072 -17.2622 0.1620
H -4.4134 -6.8429 -17.5141 0.0793
H -3.6819 -7.8198 -18.7983 0.0951
H -3.4948 -4.9530 -16.6905 0.0843
H -1.9813 -4.5065 -17.3002 0.0601
C -0.6591 -2.1923 -18.2455 -0.6595
O -0.4321 -3.0247 -17.3803 0.0079
N -1.1788 -2.5731 -19.4413 0.1755
N -0.5373 -0.8300 -18.0723 0.1598
H -1.5587 -1.9608 -20.1397 0.0991
H -1.4818 -3.5317 -19.5095 0.1043
H -0.5016 -0.2935 -18.9235 0.0923
H 0.0980 -0.5594 -17.3390 0.0857
C -1.7975 -5.2139 -14.1688 -0.6531
O -1.9895 -6.3731 -14.4667 0.0245
N -2.7583 -4.2775 -13.8189 0.1357
N -0.5498 -4.6449 -14.1673 0.1797
H -3.7185 -4.5642 -13.7621 0.0894
H -2.4334 -3.6073 -13.1448 0.0859
H 0.2144 -5.2508 -14.4642 0.0484
H -0.3577 -3.7413 -13.7803 0.0952
C 2.5602 -1.2701 -15.2526 -0.6660
O 2.7215 -1.0674 -14.0523 0.0021
N 3.2222 -0.5253 -16.1875 0.1469
N 1.9812 -2.3839 -15.7594 0.1942
H 3.2156 -0.7526 -17.1692 0.0442
H 3.8584 0.1948 -15.9012 0.1016
H 1.6849 -3.1733 -15.2131 0.0854
H 1.6504 -2.2704 -16.7025 0.0566
C 4.1189 -4.5574 -12.0065 -0.6655
O 4.1346 -5.1280 -10.9271 0.0083
N 4.1194 -3.2100 -12.1603 0.1588
N 4.2498 -5.2203 -13.2018 0.1690
H 3.9880 -2.6439 -11.3424 0.1020
H 4.0704 -2.7011 -13.0254 0.0657
H 4.2808 -4.6041 -13.9940 0.0883
H 4.1846 -6.2075 -13.3434 0.0547
C 1.3009 -7.9453 -11.5869 -0.6791
O 0.2439 -8.4579 -11.2617 0.0083
N 2.2845 -7.6889 -10.6766 0.1499
N 1.6140 -7.5237 -12.8458 0.1806
H 2.0856 -7.8687 -9.7097 0.0921
H 3.1129 -7.1328 -10.8100 0.0574
H 2.4101 -6.9657 -13.0649 0.0407
H 1.0332 -7.8105 -13.6160 0.0809
C 2.3170 -12.2841 -13.8381 -0.6897
O 3.1645 -11.5794 -13.3194 0.0172
N 2.0972 -13.5697 -13.4139 0.1286
N 1.4392 -11.8735 -14.7894 0.1712
H 1.2877 -14.1144 -13.6354 0.0818
H 2.8284 -13.9810 -12.8652 0.0886
H 0.8563 -12.4972 -15.3110 0.0915
H 1.4577 -10.8948 -15.0207 0.0702
C 4.2690 -5.7814 -20.8231 -0.6965
O 3.1106 -6.1319 -20.7999 0.0506
N 5.0034 -5.4556 -19.7336 0.1622
N 5.0225 -5.7751 -21.9686 0.1320
H 5.8869 -4.9849 -19.7982 0.0894
H 4.5483 -5.3745 -18.8373 0.0604
H 4.6420 -6.1408 -22.8196 0.0926
H 5.9396 -5.3740 -22.0132 0.0795
C 3.3174 -1.2118 -20.1952 -0.6733
O 2.3066 -1.2328 -20.8595 0.0418
N 3.5240 -1.9328 -19.0470 0.1525
N 4.4116 -0.4306 -20.4853 0.1442
H 2.8868 -2.6418 -18.7185 0.1016
H 4.1220 -1.5513 -18.3404 0.0665
H 4.3487 0.2145 -21.2480 0.0994
H 5.1560 -0.4459 -19.8153 0.0865
C 7.9733 -11.2245 -15.4864 -0.6857
O 8.6329 -11.5124 -16.4719 0.0155
N 8.4090 -11.4233 -14.1903 0.1213
N 6.7600 -10.6261 -15.6102 0.1744
H 8.5255 -12.4038 -13.9860 0.0921
H 7.9062 -10.9206 -13.4763 0.0824
H 6.4195 -10.3544 -16.5159 0.0932
H 6.2005 -10.4428 -14.7963 0.0973
C -0.8276 -9.3432 -16.2136 -0.6656
O -0.3332 -10.3242 -16.7722 -0.0154
N -0.2037 -8.1587 -16.0936 0.1802
N -2.1558 -9.3104 -15.8612 0.1546
H 0.6863 -7.9095 -16.5184 0.0327
H -0.7880 -7.4236 -15.7241 0.0511
H -2.5374 -8.4783 -15.4497 0.0637
H -2.6630 -10.1565 -16.0268 0.0899
```

Properties
net charge: -1
HOMO level: -6.6 eV
ΔE to the lowest compared entry with this formula, charge and spin: 54.0 kJ/mol
frontier orbital gap: 8.25 eV
energy: -104224.3150 eV

=====

DFT (wB97M-V/def2-TZVPD) results for a 11-piece molecular cluster, C11H44O11 overall.

Geometry as XYZ:
```
66
Properties=species:S:1:pos:R:3:lowdin_charge:R:1
C 0.3682 -4.5147 -1.2455 -0.1149
O 0.0395 -3.1465 -1.0259 -0.1616
H -0.2872 -5.2051 -0.6958 0.0860
H 0.3059 -4.7213 -2.3098 0.0744
H 1.4246 -4.6920 -0.8068 0.0957
H 0.7900 -2.5690 -1.1505 0.0351
C 3.3157 -2.5571 -0.2276 -0.1484
O 2.5599 -1.9197 -1.2245 -0.1432
H 3.0073 -3.5826 -0.1242 0.0507
H 4.3756 -2.5689 -0.5521 0.0883
H 3.2028 -2.0679 0.7770 0.1007
H 2.8557 -1.0120 -1.2914 0.0332
C -0.5659 0.4510 -3.3828 -0.1073
O -1.2917 1.5871 -2.8770 -0.1364
H -0.8139 -0.3364 -2.7148 0.0456
H -0.9689 0.1371 -4.3387 0.0873
H 0.4623 0.6529 -3.4169 0.0716
H -1.2499 2.2724 -3.5404 0.0757
C -4.2117 -0.4820 2.0507 -0.1453
O -3.7048 0.8483 2.1169 -0.1438
H -3.6992 -1.1170 1.2753 0.0758
H -4.0139 -0.9579 3.0134 0.0645
H -5.3157 -0.3942 1.9852 0.0859
H -2.7908 0.8908 2.4134 0.0083
C -0.8089 -2.1271 2.6772 -0.1538
O -0.1594 -3.0670 1.8598 -0.1064
H -1.8558 -2.1793 2.6303 0.0418
H -0.5669 -2.3062 3.7305 0.0871
H -0.4925 -1.0754 2.4096 0.0636
H -0.4597 -2.9908 0.9686 0.0190
C -3.2409 -2.1086 -2.3924 -0.1638
O -2.7194 -1.9567 -1.1056 -0.1169
H -2.9502 -3.0134 -2.8258 0.0568
H -4.3237 -2.1690 -2.2508 0.0873
H -2.9475 -1.2865 -3.0858 0.0789
H -1.8138 -2.2293 -1.2142 0.0181
C -1.7544 1.9561 4.2596 -0.0946
O -1.0256 1.3262 3.1343 -0.1830
H -2.4051 2.6761 3.7917 0.0679
H -2.3283 1.2601 4.8885 0.0855
H -1.0093 2.5818 4.8465 0.0913
H -1.1152 1.8054 2.3091 -0.0019
C -0.3224 4.7402 -1.4740 -0.1025
O 0.6803 3.6662 -1.6188 -0.1628
H -0.9875 4.4960 -0.6303 0.0701
H 0.2755 5.6123 -1.3268 0.0673
H -0.9257 4.7460 -2.3841 0.0711
H 0.1771 2.8473 -1.7974 0.0263
C 2.6885 1.7106 2.1442 -0.0998
O 3.2830 2.0981 0.8785 -0.1311
H 2.1689 2.5344 2.6904 0.1009
H 1.9898 0.8880 2.1131 0.0654
H 3.4787 1.3624 2.7462 0.0624
H 2.6931 2.7827 0.5046 0.0976
C -0.6325 0.9968 0.1496 -0.0831
O -1.3668 2.1328 0.6545 -0.1083
H 0.3671 1.2720 -0.0169 0.0547
H -0.5677 0.1555 0.8514 0.0680
H -0.9561 0.6329 -0.8531 0.0704
H -2.2215 2.2787 0.2830 0.0871
C 4.9648 0.8443 -2.0735 -0.0741
O 4.0231 0.4128 -1.0580 -0.1641
H 5.1761 -0.0373 -2.6349 0.0813
H 4.5775 1.6929 -2.5632 0.0720
H 5.8387 1.0328 -1.5979 0.0429
H 3.7807 1.0101 -0.3249 0.0337
```

Properties
SMILES: CO.CO.CO.CO.CO.CO.CO.CO.CO.CO.CO
HOMO level: -9.6 eV
ΔE to the lowest compared entry with this formula, charge and spin: 236.5 kJ/mol
frontier orbital gap: 10.12 eV
energy: -34637.9491 eV

=====

Number 1: largest force on an atom 5.37 eV/A, E_LUMO 1.65 eV. Number 2: largest force on an atom 3.41 eV/A, E_LUMO 0.51 eV.